# 1
This record from the OMol25 dataset describes 2 unconnected molecules or ions with the total composition C6H10O. The level of theory is ωB97M-V/def2-TZVPD.

Results
* relative energy (zero: lowest compared OMol25 entry of this formula, charge and spin): 133.6 kcal per mole
* frontier orbital gap: 9.0 eV
* strongest force on any atom: 0.006 Eh/bohr
* M: 98.14 Da
* LUMO energy: 0.94 eV

Each line ends with the natural charge from an NBO analysis.
Cartesian coordinates (Å):
C: -2.16797 0.50360 1.33048  -0.34
C: -2.05746 1.57513 0.55186  -0.44
C: -0.39129 -1.42043 0.00513  -0.19
C: 1.06438 -1.55770 -0.13695  0.01
C: 1.81341 -0.73417 -1.19250  -0.48
C: 1.39376 0.49033 -0.37915  -0.06
O: 0.77875 -0.33625 0.67589  -0.41
H: -1.47677 0.31006 2.14643  0.20
H: -2.93073 -0.25245 1.16540  0.20
H: -2.73676 1.75427 -0.27919  0.19
H: -1.27848 2.31787 0.71492  0.18
H: -0.76127 -0.82172 -0.84932  0.12
H: 1.59196 -2.34116 0.40750  0.19
H: 2.89291 -0.89991 -1.20652  0.22
H: 1.40848 -0.81340 -2.20356  0.22
H: 2.21385 1.06633 0.05648  0.20
H: 0.64324 1.15960 -0.80689  0.20

Atoms 1-3, force components in eV/Å:
C -0.0258 0.1871 -0.0965
C -0.0527 -0.0885 0.1361
C 0.2262 0.0474 -0.1835

=====

# 2
This record from the OMol25 dataset describes a single C6H10O molecule. The level of theory is ωB97M-V/def2-TZVPD.

Results
* relative energy (zero: lowest compared OMol25 entry of this formula, charge and spin): 15.3 kcal per mole
* frontier orbital gap: 10.5 eV
* strongest force on any atom: 0.021 Eh/bohr
* SMILES: C/C=C/CCC=O
* M: 98.14 Da
* LUMO energy: 1.07 eV

Each line ends with the natural charge from an NBO analysis.
Cartesian coordinates (Å):
C: 2.09471 -2.20242 1.54074  -0.64
C: 1.18005 -1.53499 0.55950  -0.18
C: -0.08817 -1.25352 0.80886  -0.19
C: -0.94865 -0.41231 -0.11919  -0.43
C: -0.69430 1.09235 -0.02741  -0.52
C: -0.80488 1.78932 -1.35264  0.45
O: -1.17375 2.92874 -1.49824  -0.51
H: 2.76620 -2.94070 1.10334  0.21
H: 1.58123 -2.69894 2.35606  0.21
H: 2.73528 -1.42862 1.97900  0.22
H: 1.65820 -1.19580 -0.36202  0.19
H: -0.50906 -1.62054 1.73352  0.19
H: -1.99794 -0.65358 0.02702  0.22
H: -0.69937 -0.75573 -1.13432  0.21
H: 0.33442 1.26681 0.31451  0.24
H: -1.34533 1.52979 0.72416  0.23
H: -0.45769 1.21377 -2.23814  0.10

Atoms 1-3, force components in eV/Å:
C 0.3883 0.1572 0.0510
C 0.3361 -0.1595 0.1182
C -0.1694 0.3301 -0.2959

=====

# 3
This record from the OMol25 dataset describes a single C6H10O molecule. The level of theory is ωB97M-V/def2-TZVPD.

Results
* relative energy (zero: lowest compared OMol25 entry of this formula, charge and spin): 40.3 kcal per mole
* frontier orbital gap: 10.7 eV
* strongest force on any atom: 0.007 Eh/bohr
* M: 98.14 Da
* LUMO energy: 0.82 eV

Each line ends with the natural charge from an NBO analysis.
Cartesian coordinates (Å):
C: -2.07202 0.25815 -0.06522  -0.61
C: -0.59941 -0.07477 0.05959  -0.01
C: 0.33604 0.09181 -1.16438  -0.42
C: 1.26031 -0.05973 0.04819  0.26
O: 2.63850 0.03760 0.07604  -0.69
C: 0.34986 -1.22299 0.55469  -0.41
C: 0.34372 0.87468 0.83432  -0.40
H: -2.55894 -0.18542 -0.94036  0.21
H: -2.67317 0.04751 0.82273  0.22
H: -2.09957 1.34534 -0.22290  0.21
H: 0.30108 1.07693 -1.64211  0.20
H: 0.35041 -0.71773 -1.90629  0.19
H: 2.99104 -0.59237 -0.56460  0.47
H: 0.42722 -1.38380 1.63727  0.20
H: 0.36208 -2.17491 0.01221  0.20
H: 0.38965 0.75773 1.92265  0.20
H: 0.25322 1.92196 0.53817  0.19

Atoms 1-3, force components in eV/Å:
C -0.0294 -0.0673 0.0569
C -0.2394 0.2064 0.0012
C 0.0671 0.0942 -0.2479

=====

# 4
This record from the OMol25 dataset describes a single C6H10O molecule. The level of theory is ωB97M-V/def2-TZVPD.

Results
* relative energy (zero: lowest compared OMol25 entry of this formula, charge and spin): 112.1 kcal per mole
* frontier orbital gap: 8.3 eV
* strongest force on any atom: 0.015 Eh/bohr
* M: 98.14 Da
* LUMO energy: -0.02 eV

Each line ends with the natural charge from an NBO analysis.
Cartesian coordinates (Å):
C: 2.28352 0.15208 0.56777  -0.25
O: 0.97887 -0.26386 0.91566  -0.52
C: 0.31524 -0.88020 -0.12274  0.10
C: -1.14210 -0.71744 -0.21729  -0.16
C: -1.94475 0.24299 0.66170  -0.62
C: -0.36474 1.40471 -1.15920  -0.07
C: -0.24643 -0.02364 -1.28217  -0.45
H: 2.70913 0.63518 1.44960  0.20
H: 2.25389 0.86698 -0.26672  0.18
H: 2.91938 -0.69773 0.27899  0.17
H: 0.73975 -1.83390 -0.44132  0.19
H: -1.67569 -1.59986 -0.57627  0.23
H: -2.96793 -0.09969 0.78104  0.22
H: -1.49035 0.38081 1.64610  0.23
H: -2.04193 1.21504 0.17520  0.22
H: -0.04124 1.67446 -0.12947  0.10
H: -0.28461 -0.45592 -2.28089  0.22

Atoms 1-3, force components in eV/Å:
C 0.2327 0.0924 -0.0319
O -0.1317 -0.0060 -0.0174
C -0.1383 -0.1331 0.0808

=====

# 5
This record from the OMol25 dataset describes 2 unconnected molecules or ions with the total composition C6H10O. The level of theory is ωB97M-V/def2-TZVPD.

Results
* relative energy (zero: lowest compared OMol25 entry of this formula, charge and spin): 40.2 kcal per mole
* frontier orbital gap: 10.5 eV
* strongest force on any atom: 0.010 Eh/bohr
* SMILES: C1=CCC1.CC=O
* M: 98.14 Da
* LUMO energy: 1.10 eV

Each line ends with the natural charge from an NBO analysis.
Cartesian coordinates (Å):
C: -0.98967 -1.29467 0.01052  -0.19
C: -0.82595 -0.53606 -1.07960  -0.20
C: -1.63785 0.61888 -0.53315  -0.43
C: -1.83669 -0.27017 0.73497  -0.43
H: -0.64479 -2.28743 0.29692  0.20
H: -0.30040 -0.67302 -2.02350  0.20
H: -2.55188 0.85129 -1.09117  0.21
H: -1.09482 1.55241 -0.34175  0.22
H: -1.41865 0.15092 1.65731  0.23
H: -2.87107 -0.57814 0.91322  0.20
C: 2.39411 0.49624 -0.30374  -0.73
C: 1.50077 0.17168 0.86276  0.45
O: 0.83248 0.98409 1.45924  -0.55
H: 2.24990 1.52578 -0.63969  0.23
H: 3.43625 0.37998 0.01169  0.24
H: 2.23843 -0.20476 -1.13095  0.23
H: 1.51982 -0.88701 1.19691  0.11

Atoms 1-3, force components in eV/Å:
C 0.0619 -0.0418 -0.0991
C 0.0779 -0.0738 0.0332
C -0.0895 0.1875 -0.0760

=====

# 6
This record from the OMol25 dataset describes a single C6H10O molecule. The level of theory is ωB97M-V/def2-TZVPD.

Results
* relative energy (zero: lowest compared OMol25 entry of this formula, charge and spin): 21.6 kcal per mole
* frontier orbital gap: 10.7 eV
* strongest force on any atom: 0.011 Eh/bohr
* SMILES: C[C@H]1C[C@H]1CC=O
* M: 98.14 Da
* LUMO energy: 1.04 eV

Each line ends with the natural charge from an NBO analysis.
Cartesian coordinates (Å):
C: 1.14153 1.75081 -0.25735  -0.62
C: 1.30453 0.24093 -0.43600  -0.22
C: 1.09586 -0.83824 0.60905  -0.42
C: 0.07509 -0.62780 -0.46945  -0.22
C: -1.24260 -0.05539 0.01483  -0.51
C: -2.24362 -1.16894 0.26789  0.45
O: -2.55049 -1.98181 -0.57154  -0.52
H: 1.15827 2.09295 0.78589  0.21
H: 0.19838 2.09041 -0.71229  0.21
H: 1.94378 2.27790 -0.78280  0.22
H: 2.07638 -0.06296 -1.15091  0.22
H: 1.73958 -1.71075 0.55503  0.22
H: 0.75772 -0.60713 1.62034  0.21
H: -0.04560 -1.34741 -1.27275  0.23
H: -1.67977 0.64191 -0.71252  0.23
H: -1.08153 0.50928 0.93876  0.21
H: -2.69046 -1.21237 1.28677  0.11

Atoms 1-3, force components in eV/Å:
C 0.0927 -0.0287 0.0116
C -0.1216 -0.0032 -0.0527
C 0.0497 -0.1376 0.1465

=====

# 7
This record from the OMol25 dataset describes a single C6H10O molecule. The level of theory is ωB97M-V/def2-TZVPD.

Results
* relative energy (zero: lowest compared OMol25 entry of this formula, charge and spin): 39.8 kcal per mole
* frontier orbital gap: 9.7 eV
* strongest force on any atom: 0.010 Eh/bohr
* SMILES: C=CCC/C=C\O
* M: 98.14 Da
* LUMO energy: 0.91 eV

Each line ends with the natural charge from an NBO analysis.
Cartesian coordinates (Å):
C: -0.40953 -1.82722 -0.15971  -0.40
C: -1.33524 -0.87432 -0.19349  -0.19
C: -1.23927 0.43205 0.55567  -0.44
C: -0.40806 1.30790 -0.40988  -0.43
C: 1.02495 0.88250 -0.59739  -0.28
C: 1.76036 0.02449 0.10726  0.13
O: 1.58273 -0.35729 1.41785  -0.72
H: 0.31475 -1.87874 0.64158  0.21
H: -0.31226 -2.55944 -0.95278  0.20
H: -2.07659 -0.88162 -0.99178  0.19
H: -2.22081 0.89779 0.70663  0.21
H: -0.77182 0.31843 1.53793  0.21
H: -0.84252 1.07616 -1.39341  0.22
H: -0.55633 2.38551 -0.27551  0.22
H: 1.44123 1.11228 -1.57397  0.21
H: 2.59185 -0.50396 -0.35173  0.18
H: 1.45656 0.44548 1.93273  0.49

Atoms 1-3, force components in eV/Å:
C -0.3162 -0.1665 0.0682
C 0.0389 -0.1564 -0.0611
C 0.0023 -0.0768 0.0447